Below is one molecule with the formula C5H7F2N in a non-equilibrium geometry, with properties calculated with wB97M-V/def2-TZVPD.

Each line ends with the Mulliken charge.
Element x y z (Å)
F (1.16, -1.30, 1.71)  -0.26
F (0.27, 1.19, 1.92)  -0.26
N (0.17, 0.07, -1.51)  -0.71
C (-0.54, 2.32, 0.06)  -0.96
C (-0.46, -2.17, 0.32)  -0.90
C (0.63, 0.06, -0.14)  0.37
C (0.37, -1.19, 0.62)  0.40
C (0.08, 1.27, 0.58)  0.26
H (-0.97, 3.04, 0.68)  0.34
H (0.65, -0.69, -1.98)  0.29
H (-0.71, 2.41, -1.00)  0.35
H (-0.54, -3.01, 1.00)  0.30
H (-1.08, -2.16, -0.56)  0.26
H (1.77, 0.20, -0.15)  0.28
H (-0.82, -0.02, -1.55)  0.25

The SMILES is C=C(F)C(N)C(=C)F. For the relative energy (zero: lowest compared OMol25 entry of this formula, charge and spin), the calculation gives 13.3 kcal per mole. The calculation puts the highest occupied orbital energy at -9.790 eV. The calculation puts the LUMO energy at 0.9 eV. The value obtained for the orbital gap is 10.6975 eV.



Below is an isolated ion of composition C5H7F2N2O and charge +1 in a non-equilibrium geometry, with properties calculated with wB97M-V/def2-TZVPD.

Each line ends with the Mulliken charge.
Element x y z (Å)
F (-0.52, -1.41, -1.15)  -0.26
F (-2.81, 0.26, 0.96)  -0.25
O (2.01, -1.27, -0.49)  -0.45
N (1.73, 0.10, 1.31)  -0.29
N (1.16, 0.84, -0.83)  -0.35
C (0.08, 1.49, -0.98)  -0.07
C (-1.70, 0.16, 0.19)  0.54
C (-1.11, 1.30, -0.21)  -0.33
C (-1.32, -1.23, -0.08)  -0.40
C (1.60, -0.11, -0.04)  0.61
H (-0.92, -1.74, 0.74)  0.32
H (0.09, 2.51, -1.51)  0.35
H (1.90, -1.60, -1.42)  0.42
H (-1.68, 2.27, 0.17)  0.31
H (2.08, -0.72, 1.71)  0.25
H (-2.27, -1.78, -0.23)  0.36
H (1.67, 0.94, 1.85)  0.25

The SMILES is [NH2+]=C(O)/N=C\C=C(\F)CF. For the relative energy (zero: lowest compared OMol25 entry of this formula, charge and spin), the calculation gives 0.0 kcal per mole. The calculation puts the highest occupied orbital energy at -14.347 eV. The calculation puts the LUMO energy at -4.8 eV. The charge is +1. The value obtained for the orbital gap is 9.5796 eV.



Below is an isolated ion of composition C5H7F2N2O and charge +1 in a non-equilibrium geometry, with properties calculated with wB97M-V/def2-TZVPD.

Each line ends with the Löwdin spin population.
Element x y z (Å)
F (0.50, -1.65, -0.11)  0.00
F (3.45, 0.13, -0.04)  0.16
O (-2.10, -1.01, 0.72)  0.05
N (-2.73, 0.22, -1.00)  0.00
N (-0.65, 0.62, 0.09)  0.40
C (-1.77, 0.02, -0.12)  0.05
C (1.51, 1.09, 0.68)  0.46
C (0.15, 1.26, 0.86)  0.30
C (2.14, 0.09, 0.07)  0.51
C (1.69, -1.24, -0.67)  0.03
H (1.59, -0.98, -1.74)  0.01
H (-2.65, 0.78, -1.86)  0.00
H (-0.38, 1.86, 1.69)  0.01
H (-3.50, -0.43, -0.94)  0.00
H (2.13, 1.99, 1.06)  0.01
H (-1.80, -0.86, 1.63)  0.00
H (2.42, -1.88, -0.31)  0.01

As for the multiplicity: 3. For the relative energy (zero: lowest compared OMol25 entry of this formula, charge and spin), the calculation gives 0.0 kcal per mole. The calculation puts the highest occupied orbital energy (alpha / beta) at -11.225 / -14.575 eV. The calculation puts the LUMO energy (alpha / beta) at -3.1 / -7.8 eV. The charge is +1. The value obtained for the orbital gap (alpha / beta) is 8.1707 / 6.7621 eV.



Below is a 2-piece molecular cluster, C5H7F3O2S overall in a non-equilibrium geometry, with properties calculated with wB97M-V/def2-TZVPD.

Each line ends with the Mulliken charge.
Element x y z (Å)
S (0.27, 0.89, -1.47)  -0.06
F (-2.26, 0.08, -1.19)  -0.24
F (-1.80, 2.95, 0.06)  -0.20
F (-1.19, -1.23, -2.40)  -0.27
O (-1.08, -0.86, 1.07)  -0.56
O (0.09, -2.35, -0.16)  -0.30
C (-1.08, -0.48, -1.28)  0.87
C (-0.26, 2.23, -2.36)  -0.67
C (-0.77, -1.31, -0.05)  0.33
C (0.60, -2.95, 1.10)  -0.63
C (-0.99, 2.83, 1.19)  -0.27
H (-1.29, 2.34, -2.18)  0.33
H (-0.20, -3.72, 1.42)  0.26
H (0.34, 2.83, -3.02)  0.33
H (0.60, -2.15, 1.78)  0.36
H (-0.95, 1.77, 1.40)  0.24
H (1.50, -3.57, 0.73)  0.22
H (-0.20, 3.53, 1.00)  0.25

For the relative energy (zero: lowest compared OMol25 entry of this formula, charge and spin), the calculation gives 94.4 kcal per mole. The calculation puts the highest occupied orbital energy (alpha / beta) at -8.918 / -7.950 eV. The calculation puts the LUMO energy (alpha / beta) at -0.5 / 0.1 eV. The value obtained for the orbital gap (alpha / beta) is 8.4270 / 8.0948 eV.



Below is an isolated ion of composition C5H7FIN2 and charge +1 in a non-equilibrium geometry, with properties calculated with wB97M-V/def2-TZVPD.

Each line ends with the Mulliken charge.
Element x y z (Å)
I (-3.09, -0.37, 0.00)  0.06
F (-0.75, 2.19, -0.44)  -0.20
N (-0.13, 1.06, 0.03)  0.23
N (-0.68, -0.14, -1.89)  -0.30
C (-0.03, -1.24, 0.26)  -0.75
C (-0.67, -0.09, -0.39)  -0.13
C (1.33, 0.21, 1.70)  -0.54
C (1.01, -1.05, 1.14)  0.02
C (0.70, 1.26, 1.13)  -0.19
H (0.30, -0.37, -2.15)  0.39
H (-0.18, -2.16, -0.20)  0.50
H (-1.37, -0.67, -2.36)  0.35
H (0.94, 2.28, 1.30)  0.43
H (1.47, -1.96, 1.60)  0.36
H (-1.09, 0.84, -2.16)  0.44
H (2.22, 0.23, 2.43)  0.32

The SMILES is [NH3+][C@@]1(I)C=CC=CN1F. For the relative energy (zero: lowest compared OMol25 entry of this formula, charge and spin), the calculation gives 28.4 kcal per mole. The calculation puts the highest occupied orbital energy at -12.491 eV. The calculation puts the LUMO energy at -4.6 eV. The charge is +1. The value obtained for the orbital gap is 7.8737 eV.



Below is one molecule with the formula C5H7FN2 in a non-equilibrium geometry, with properties calculated with wB97M-V/def2-TZVPD.

Each line ends with the Mulliken charge.
Element x y z (Å)
F (-1.59, 2.12, 0.00)  -0.31
N (2.75, 0.29, 0.00)  -0.58
N (0.63, 1.42, -0.01)  0.03
C (-2.22, -0.94, 0.00)  -1.23
C (1.34, 0.23, 0.00)  0.06
C (-0.70, 1.12, 0.01)  0.00
C (0.42, -0.79, 0.00)  -0.80
C (-0.90, -0.23, -0.01)  0.76
H (3.12, -0.15, -0.81)  0.26
H (-2.34, -1.58, -0.86)  0.30
H (1.08, 2.34, 0.00)  0.25
H (0.65, -1.85, -0.01)  0.38
H (-2.30, -1.55, 0.89)  0.30
H (3.12, -0.15, 0.81)  0.26
H (-3.05, -0.26, -0.01)  0.32

The SMILES is Cc1cc(N)[nH]c1F. For the relative energy (zero: lowest compared OMol25 entry of this formula, charge and spin), the calculation gives 8.7 kcal per mole. The calculation puts the highest occupied orbital energy at -7.937 eV. The calculation puts the LUMO energy at 0.9 eV. The value obtained for the orbital gap is 8.8846 eV.



Below is one molecule with the formula C5H7FN2 in a non-equilibrium geometry, with properties calculated with wB97M-V/def2-TZVPD.

Each line ends with the Mulliken charge.
Element x y z (Å)
F (-0.02, 1.95, 1.57)  -0.32
N (-1.70, -0.61, 0.00)  -0.64
N (0.45, -0.35, -0.39)  0.14
C (1.72, 0.28, -0.16)  -0.78
C (-1.21, -1.79, -0.36)  -0.26
C (-0.69, 0.21, 0.01)  0.48
C (-1.01, 1.69, 0.53)  -0.31
C (0.12, -1.69, -0.60)  -0.48
H (-0.69, 2.34, -0.30)  0.20
H (0.80, -2.54, -0.62)  0.33
H (-1.98, -2.56, -0.40)  0.42
H (-1.95, 1.76, 0.92)  0.33
H (1.87, 0.88, -0.97)  0.33
H (2.66, -0.49, -0.02)  0.26
H (1.63, 0.92, 0.79)  0.30

The SMILES is Cn1ccnc1CF. For the relative energy (zero: lowest compared OMol25 entry of this formula, charge and spin), the calculation gives 38.8 kcal per mole. The calculation puts the highest occupied orbital energy at -8.863 eV. The calculation puts the LUMO energy at 0.9 eV. The value obtained for the orbital gap is 9.7509 eV.



Below is one molecule with the formula C5H7FN2 in a non-equilibrium geometry, with properties calculated with wB97M-V/def2-TZVPD.

Each line ends with the Mulliken charge.
Element x y z (Å)
F (-2.09, 0.35, -0.86)  -0.24
N (-0.48, 1.78, -1.61)  -0.79
N (0.87, 1.87, -1.53)  0.25
C (0.38, -0.89, 0.84)  -0.42
C (-0.85, 0.74, -0.90)  0.48
C (0.26, 0.12, -0.25)  0.61
C (1.34, 0.88, -0.74)  -0.99
C (-1.01, -1.52, 1.17)  -1.05
H (-1.49, -2.31, 0.67)  0.32
H (1.37, 2.65, -1.94)  0.21
H (2.41, 0.78, -0.76)  0.39
H (-1.64, -0.58, 1.22)  0.26
H (-0.87, -1.78, 2.26)  0.29
H (1.13, -1.59, 0.64)  0.41
H (0.68, -0.51, 1.80)  0.26

The SMILES is CCc1c[nH]nc1F. For the relative energy (zero: lowest compared OMol25 entry of this formula, charge and spin), the calculation gives 34.4 kcal per mole. The calculation puts the highest occupied orbital energy at -9.148 eV. The calculation puts the LUMO energy at 0.9 eV. The value obtained for the orbital gap is 10.0744 eV.